# 1
The following is a quantum chemistry calculation of a 3-piece molecular cluster, C18H38N5O6 overall, from the OMol25 dataset.

CARTESIAN COORDINATES (ANGSTROEM)
N 4.92968 1.02284 1.02458
C 4.02904 2.03337 0.49455
C 4.43667 3.48894 0.20210
C 3.32705 4.36961 -0.33555
N 1.99648 4.08682 -0.65397
N 1.74574 2.82361 -0.36619
C 0.31213 2.42198 -0.68014
C -0.46934 2.51453 0.74052
O -1.10496 1.54461 1.17340
O -0.31917 3.76085 1.43309
C 2.55204 1.82771 0.16331
H 5.41220 0.54510 0.25014
H 4.36731 0.33173 1.54981
H 5.47812 3.90145 0.36749
H 3.61846 5.46830 -0.51992
H 0.26903 1.37586 -1.12634
H -0.14305 3.14029 -1.45811
H 0.53352 3.69512 1.92590
H 2.10628 0.79384 0.36646
C 2.66681 -3.85043 -5.10611
O 2.68354 -2.85014 -6.11315
C 1.38258 -2.38624 -6.47809
C 1.15579 -0.95623 -5.98450
N 1.02763 -0.90931 -4.52704
C 1.09442 0.44185 -3.96979
C 2.39031 1.24073 -4.18345
O 3.51560 0.72503 -3.47890
C 4.18766 -0.34233 -4.13473
H 3.66789 -4.28022 -5.04254
H 2.41773 -3.42260 -4.13098
H 1.96212 -4.65049 -5.35299
H 0.59555 -3.06222 -6.13001
H 1.35085 -2.37937 -7.57070
H 0.24272 -0.55905 -6.43861
H 2.00120 -0.35301 -6.33057
H 1.77164 -1.45899 -4.11189
H 0.94012 0.33920 -2.88973
H 0.24839 1.02223 -4.35428
H 2.22044 2.24198 -3.77098
H 2.62698 1.39234 -5.24074
H 4.15914 -0.24823 -5.22311
H 3.77252 -1.30211 -3.81886
H 5.23275 -0.32668 -3.82120
C -4.13903 0.95264 2.68194
O -4.41773 -0.43861 2.65473
C -3.24693 -1.25542 2.69913
C -3.13125 -1.97242 4.04568
N -2.80976 -1.03572 5.12236
C -2.96385 -1.59995 6.46653
C -4.36442 -2.07295 6.88702
O -5.30976 -1.02245 7.04928
C -5.92921 -0.59199 5.84773
H -5.06074 1.48537 2.44107
H -3.81418 1.26825 3.67688
H -3.38120 1.21978 1.93998
H -2.34200 -0.68430 2.46815
H -3.36724 -2.01178 1.91835
H -2.34485 -2.73151 3.98306
H -4.08367 -2.47991 4.22885
H -3.41635 -0.22673 5.04877
H -2.65019 -0.81995 7.16732
H -2.25670 -2.42855 6.58227
H -4.26288 -2.53065 7.87632
H -4.76156 -2.85859 6.23605
H -6.06254 -1.40661 5.13058
H -5.36050 0.22741 5.40086
H -6.91506 -0.19760 6.09888

Calculated values
F_max: 5.04 eV/A
Kohn-Sham gap: 0.1741 hartree
Charge: +1
Energy: -39004.714 eV

# 2
The following is a quantum chemistry calculation of C31H29N3O3Zr as an isolated structure, from the OMol25 dataset.

CARTESIAN COORDINATES (ANGSTROEM)
Zr -0.55995 -0.74403 0.11824
C -1.41572 1.14501 1.83531
C -0.02432 1.22680 2.38889
C 0.43686 2.43186 2.79997
C 1.72329 2.57654 3.43139
C 2.57614 1.49715 3.44336
C 2.10821 0.25795 2.97294
C 3.07411 -0.96154 3.06572
C 0.81497 0.12478 2.50539
N 0.36097 -1.11725 1.98157
C 0.27339 -2.22509 2.79276
O 0.37128 -2.31944 4.00430
C -0.09349 -3.37919 1.90518
C -0.16339 -4.69921 2.29266
C -0.51098 -5.70077 1.37755
C -0.86279 -5.24134 0.05175
C -0.74499 -3.87084 -0.25062
N -0.33086 -3.00049 0.68097
C -1.22156 -3.29432 -1.55388
O -1.49481 -3.96977 -2.51977
N -1.14925 -1.92340 -1.44814
C -1.95533 -1.02036 -2.19589
C -2.95834 -0.49650 -1.30449
C -3.42046 -1.26738 -0.07952
C -3.72938 0.60243 -1.71546
C -3.57614 1.00668 -3.03989
C -2.55580 0.51268 -3.85353
C -1.78346 -0.55985 -3.50885
C -0.66368 -1.01989 -4.38060
H -1.91847 0.25771 2.24178
H -1.45189 1.14726 0.73784
H -2.07164 1.96733 2.17816
H -0.19127 3.30031 2.70675
H 2.10531 3.47755 3.77981
H 3.62323 1.63754 3.74046
H 2.90080 -1.47144 4.02778
H 4.10361 -0.62898 3.06622
H 3.15022 -1.71576 2.22101
H 0.00654 -4.88814 3.35937
H -0.69849 -6.75629 1.59017
H -1.30196 -5.92400 -0.65695
H -4.06246 -2.06804 -0.30279
H -4.10239 -0.62182 0.44263
H -2.78059 -1.80213 0.58068
H -4.49708 0.95437 -1.00402
H -4.15351 1.80040 -3.47579
H -2.51878 0.87313 -4.90521
H -0.97420 -1.00386 -5.46320
H -0.49410 -2.07879 -4.10632
H 0.18854 -0.42134 -4.09454
C 3.00151 0.54483 -0.47702
C 1.73845 1.20558 -0.79745
O 0.65673 0.50583 -0.89865
C 1.65286 2.65161 -0.99639
C 2.83377 3.35494 -1.21421
C 2.75959 4.72073 -1.47120
C 1.56407 5.32484 -1.60946
C 0.30877 4.62930 -1.51123
C 0.36045 3.29487 -1.17383
H 3.57601 1.08545 0.21973
H 3.60170 0.24591 -1.38679
H 2.84787 -0.41457 0.00113
H 3.78422 2.79534 -1.12737
H 3.66935 5.23967 -1.54095
H 1.46238 6.37438 -1.78166
H -0.65383 5.15075 -1.61735
H -0.54986 2.68431 -1.07847

Calculated values
F_max: 3.11 eV/A
Kohn-Sham gap: 0.2530 hartree
Charge: +2
Energy: -44498.429 eV

# 3
The following is a quantum chemistry calculation of one molecule with the formula C27H23FN6O3, from the OMol25 dataset.

CARTESIAN COORDINATES (ANGSTROEM)
O 0.98103 -0.11134 3.13195
C 1.08266 -0.11102 1.92200
N 1.94823 0.64137 1.22808
C 2.95288 1.45688 1.88072
C 4.32413 0.97934 1.53690
C 5.33500 1.55386 0.82416
C 6.38809 0.60675 0.79455
C 5.93450 -0.47341 1.48342
O 4.68955 -0.25837 1.93656
C 0.17179 -0.98523 1.03493
C 0.93255 -2.08755 0.32714
C 0.29913 -2.81548 -0.67569
C 0.95963 -3.84452 -1.31951
C 2.25393 -4.14828 -0.93976
F 2.90508 -5.15285 -1.56537
C 2.89560 -3.45764 0.06981
C 2.22614 -2.42560 0.70333
N -0.62132 -0.17914 0.10271
C -1.86042 0.32555 0.66664
C -1.54109 1.22684 1.83397
C -1.94190 0.93705 3.13058
C -1.54384 1.77419 4.15864
C -0.75068 2.86750 3.84827
N -0.37175 3.16099 2.61605
C -0.75771 2.36133 1.64204
C -0.09710 0.19745 -1.07542
O 1.07923 0.04751 -1.36323
C -1.03553 0.83343 -2.10779
N -2.22823 0.06284 -2.32391
N -2.34242 -1.22211 -1.95570
N -3.47530 -1.68405 -2.27970
C -4.19088 -0.70684 -2.90406
C -5.47499 -0.68955 -3.44850
C -5.89880 0.48985 -4.01190
C -5.08591 1.63329 -4.04429
C -3.81619 1.64167 -3.51452
C -3.37798 0.45318 -2.94272
H 2.02030 0.49603 0.22492
H 2.84231 2.50120 1.57581
H 2.76738 1.37095 2.95637
H 5.33299 2.52880 0.38199
H 7.34265 0.71856 0.32334
H 6.38407 -1.41864 1.71401
H -0.54550 -1.45968 1.71699
H -0.71060 -2.56901 -0.97081
H 0.48144 -4.40796 -2.10472
H 3.90234 -3.72402 0.34970
H 2.72259 -1.89214 1.49872
H -2.47810 -0.51912 0.98950
H -2.41992 0.88808 -0.07993
H -2.54552 0.06364 3.33295
H -1.82710 1.57096 5.17884
H -0.39767 3.54196 4.61649
H -0.41022 2.63265 0.65141
H -1.30809 1.85066 -1.80345
H -0.45748 0.89932 -3.03791
H -6.09365 -1.57120 -3.42135
H -6.88535 0.54801 -4.44625
H -5.47227 2.53167 -4.50156
H -3.19172 2.52142 -3.54545

Calculated values
F_max: 1.31 eV/A
Kohn-Sham gap: 0.3223 hartree
SMILES: O=C(NCc1ccco1)[C@H](c1ccc(F)cc1)N(Cc1cccnc1)C(=O)Cn1nnc2ccccc21
Energy: -46172.440 eV

# 4
The following is a quantum chemistry calculation of C20H60BrCsO10S10 as an isolated structure, from the OMol25 dataset.

CARTESIAN COORDINATES (ANGSTROEM)
Cs 0.11590 2.18277 2.04537
Br 0.30972 -0.65637 -0.08028
C -1.89866 -2.66187 -2.78636
S -2.30494 -1.63565 -4.23784
O -3.73133 -1.07610 -3.99260
C -1.14991 -0.21865 -3.95837
H -2.56228 -3.51127 -2.79095
H -1.92727 -2.17255 -1.83281
H -0.90852 -3.00966 -3.10159
H -1.30627 0.34432 -4.88347
H -0.10475 -0.40938 -3.67187
H -1.69266 0.25575 -3.10236
C 3.60760 -0.56417 -3.66770
S 5.41486 -0.33502 -3.78474
O 5.70343 -0.60713 -5.21930
C 5.54045 1.54664 -3.50216
H 2.95796 0.00001 -4.37065
H 3.19938 -0.51745 -2.63006
H 3.40809 -1.61185 -3.98130
H 5.45050 1.64354 -2.41383
H 4.71975 2.08286 -3.99920
H 6.53432 1.81520 -3.87377
C 1.33402 -1.15681 3.90063
S 2.73591 -0.16703 4.43128
O 2.54390 1.15795 3.76218
C 2.19780 0.08299 6.14656
H 1.50813 -2.14106 4.35412
H 1.18702 -1.25222 2.81709
H 0.44163 -0.65676 4.19916
H 1.44705 0.88174 6.20172
H 3.11073 0.32019 6.74357
H 1.58419 -0.66266 6.67624
C -1.96015 5.95168 -2.00223
S -2.24510 4.42027 -1.04936
O -1.02098 4.24144 -0.18610
C -3.46843 5.08769 0.13728
H -1.57296 6.59658 -1.21602
H -2.85083 6.23521 -2.53513
H -1.19098 5.64996 -2.65689
H -4.31435 5.67674 -0.27814
H -2.92362 5.82979 0.70655
H -3.71490 4.27290 0.79520
C 4.06459 -0.85181 1.38621
S 4.95998 -1.21699 -0.16325
O 5.31526 0.17108 -0.72142
C 6.44934 -1.81633 0.64993
H 4.71681 -0.29552 2.04547
H 3.85963 -1.80484 1.78657
H 3.14281 -0.38405 1.05455
H 6.74679 -0.99282 1.31770
H 7.18355 -1.95618 -0.13603
H 6.34526 -2.80336 1.09805
C 1.83618 2.13380 -2.41082
S 2.68132 3.78201 -2.21350
O 3.56585 3.80300 -3.46240
C 1.22305 4.81134 -2.68625
H 2.48356 1.33736 -2.04018
H 1.63327 1.99612 -3.48297
H 0.89293 2.13854 -1.81402
H 1.48608 5.86912 -2.78456
H 0.45802 4.62088 -1.90579
H 0.91682 4.39585 -3.68181
C -4.28578 0.52822 3.29659
S -3.24408 1.15881 4.68970
O -1.90771 1.37833 4.15462
C -4.10627 2.78059 4.87627
H -3.88518 -0.32880 2.78729
H -4.57381 1.27782 2.53372
H -5.19430 0.16008 3.86392
H -4.99970 2.46634 5.48935
H -4.46775 3.07632 3.88283
H -3.49526 3.52157 5.44424
C 1.26643 -4.31215 0.17903
S 2.96100 -4.59582 -0.51773
O 3.04966 -6.05521 -0.86727
C 2.64176 -3.56904 -2.08323
H 1.10173 -4.84729 1.09864
H 0.63513 -4.69338 -0.62854
H 1.03999 -3.22915 0.19414
H 3.61470 -3.65503 -2.58022
H 2.48709 -2.53507 -1.79508
H 1.77436 -4.02152 -2.58262
C -4.22631 -0.33386 0.18939
S -5.45993 0.92329 -0.20972
O -5.15428 2.10525 0.59536
C -5.07136 1.28487 -1.95869
H -4.63054 -0.87040 1.04023
H -3.33990 0.19885 0.44915
H -4.13172 -1.08397 -0.61835
H -5.99647 1.60949 -2.39305
H -4.58891 0.44190 -2.49650
H -4.35416 2.11032 -1.91924
C -2.91797 -5.64068 2.95231
S -1.76541 -4.88559 1.66219
O -2.38403 -5.25296 0.34081
C -2.23098 -3.17475 2.05108
H -2.96071 -6.66694 2.62900
H -3.89460 -5.16182 2.89086
H -2.49424 -5.56937 3.95105
H -3.26806 -3.08100 1.77585
H -1.55225 -2.51570 1.54349
H -2.15477 -3.13232 3.14179

Calculated values
F_max: 2.96 eV/A
ΔE to the lowest compared entry with this formula, charge and spin: 9.61 kcal per mole
Kohn-Sham gap: 0.2696 hartree
Energy: -221123.719 eV